Entry 1:
ORCA calculation (ωB97M-V with the def2-TZVPD basis set) on a structure of composition C28H30F10N9PtS.

ORCA input file:
```
! RIJCOSX wB97M-V def2-TZVPD def2/J DEFGRID3
* xyz 1 5
H 4.063 2.533 3.562
C 0.286 0.935 -3.781
H -6.098 -0.327 0.298
N 2.716 -2.012 -0.211
F -4.061 -3.947 1.649
H -3.674 2.333 1.352
H 3.372 0.941 1.631
C -4.143 0.550 0.193
F -1.523 3.979 -1.725
F -1.935 3.698 -4.387
C 3.097 3.038 3.587
F -0.710 1.706 -5.755
H -5.378 1.850 1.378
C 1.947 5.255 3.145
F 0.028 2.253 -0.421
C 2.398 -3.341 -0.767
C -1.256 -3.397 -0.617
H 3.809 5.330 1.095
C -3.802 -4.649 -0.574
H 2.847 0.018 -2.987
C 1.021 -3.465 -1.396
C -4.352 1.481 1.394
H 4.136 -1.544 -1.710
H 2.109 6.264 2.763
H 4.530 3.744 1.361
C -0.982 2.952 -2.374
N -1.634 -0.258 0.279
F 0.854 -0.033 -4.503
H 3.132 -3.608 -1.537
C 3.737 -2.179 0.844
N 1.207 0.129 -1.647
H 1.102 4.823 2.604
N -0.016 -2.854 -0.574
H 3.914 -1.226 1.336
H 4.022 4.904 3.519
C -3.325 -3.984 0.542
Pt 0.693 -1.128 0.491
C 2.297 -0.610 -2.282
N 2.151 2.156 2.878
H 0.990 -3.000 -2.383
F -1.138 -4.103 -2.899
H 0.837 -4.530 -1.538
H 1.667 5.332 4.196
H 1.916 -1.449 -2.865
F -1.708 -2.766 1.628
C -0.209 2.037 -1.704
C -5.063 -0.670 0.300
C -3.026 -4.685 -1.721
C -1.789 -4.086 -1.733
C 3.620 4.335 1.496
H 2.764 3.093 4.621
H -4.188 0.951 2.332
N 0.827 2.230 3.074
C 0.462 0.971 -2.366
N 0.282 1.367 2.306
F -4.985 -5.231 -0.551
H -5.461 1.556 -1.172
H -4.891 -1.207 1.230
C 3.211 4.423 2.963
N 0.899 -4.858 1.706
N 1.249 0.717 1.592
H 2.824 3.890 0.892
C -2.725 0.093 0.212
F -3.487 -5.285 -2.810
C -2.106 -3.347 0.509
H 4.680 -2.530 0.411
C 0.917 -3.787 2.150
S 0.902 -2.244 2.773
H 2.479 -4.064 0.042
C 2.393 1.225 1.974
H -3.828 2.219 -1.164
C 3.271 -1.080 -1.220
H 3.390 -2.900 1.586
C -4.404 1.297 -1.120
C -1.171 2.834 -3.746
C -0.530 1.816 -4.446
H -4.923 -1.347 -0.544
H 3.635 -0.202 -0.682
H -4.162 0.676 -1.984
*
```

Summary:
<S²>: 6.08
Kohn-Sham gap (alpha / beta): 0.28073 / 0.20307 hartree
energy above the lowest of the compared OMol25 structures with the same formula, charge and spin: 25.2 kJ/mol
HOMO (alpha / beta): -9.93 / -10.62 eV

Entry 2:
ORCA calculation (ωB97M-V with the def2-TZVPD basis set) on a structure of composition C4H6N2O2.

ORCA input file:
```
! RIJCOSX wB97M-V def2-TZVPD def2/J DEFGRID3
* xyz 0 1
H -0.908 2.397 1.037
O -0.831 -1.593 0.234
H -2.821 -1.196 -0.682
N -0.398 2.169 0.098
C -1.167 -0.278 0.007
C -0.097 0.625 0.053
H -1.613 2.090 -0.312
H 2.454 1.126 -0.143
H 2.894 -0.633 -0.532
C 0.934 -0.281 0.056
N 2.343 0.035 -0.004
O -2.651 -0.315 -0.033
H 1.274 -2.478 0.029
C 0.587 -1.669 0.190
*
```

Summary:
Kohn-Sham gap: 0.29827 hartree
energy above the lowest of the compared OMol25 structures with the same formula, charge and spin: 534.1 kJ/mol
HOMO: -7.70 eV

Entry 3:
ORCA calculation (ωB97M-V with the def2-TZVPD basis set) on a cluster of 10 separate species, C26H70ClN2O14P in total.

ORCA input file:
```
! RIJCOSX wB97M-V def2-TZVPD def2/J DEFGRID3
* xyz 0 1
H -2.858 0.293 -2.332
H 6.113 0.859 -0.013
H 2.549 -5.296 3.818
H -0.382 4.470 0.394
O 4.147 -2.552 4.233
H -5.992 -0.707 -5.930
H -8.412 -2.994 -0.335
H 4.434 -5.085 2.517
H -6.905 -1.223 -3.299
C 1.480 1.720 -1.340
H 2.175 -4.933 2.108
O -4.769 1.377 -0.663
H 3.855 -2.545 1.527
H -6.665 -3.116 -0.937
C 4.718 -2.471 0.819
C 3.034 1.726 -1.087
H -4.330 2.370 4.015
H -7.570 -1.155 2.000
H 6.362 -4.926 -1.990
H 0.279 -0.032 -7.025
C 0.668 4.704 0.587
H 1.772 0.617 -6.315
C -5.795 0.719 0.078
C -8.043 -0.660 1.112
H -5.519 0.434 1.123
C 4.414 1.898 -7.794
H 0.704 1.694 -7.237
C -7.228 -1.078 -0.159
H 1.178 2.584 -1.994
C 5.846 -5.762 -1.520
C -3.653 1.753 3.362
H 4.847 -5.858 -1.953
H 0.743 5.550 1.276
C -7.569 -2.462 -0.837
O 4.418 0.892 1.312
H -3.028 2.076 -2.196
O 4.380 -0.790 -0.942
C 0.703 -0.343 4.660
C 2.606 -5.669 2.793
H -1.892 1.283 1.177
H -9.071 -1.112 0.997
H 6.499 1.940 2.847
H -1.001 -0.711 -2.066
H -4.992 5.422 6.961
O 3.961 -5.922 2.443
H 5.288 -6.261 0.269
H -3.994 0.685 3.406
H 2.990 -2.412 -0.642
H 5.616 2.507 0.610
H 3.511 -2.066 6.139
C -0.480 0.111 -1.502
H -4.114 5.226 5.425
H -6.636 1.472 0.177
O 1.320 5.023 -0.635
H -5.547 0.211 -4.472
O -6.111 4.698 5.404
O 1.329 -1.080 3.621
O -1.223 1.341 -1.429
H -5.978 4.134 4.635
O 5.748 -5.510 -0.125
H 7.761 1.234 1.669
C -3.460 0.969 -0.330
H 4.202 0.010 -7.400
C -2.746 1.885 0.757
H 3.614 1.686 -2.051
H 1.575 -0.501 -1.835
O 2.287 -0.369 0.653
H -0.365 -0.278 -0.444
H 6.414 -6.680 -1.695
H -0.262 0.041 4.317
H -4.367 3.562 0.684
H 4.783 1.736 -8.810
C -3.692 2.346 1.921
C 4.086 -2.173 -0.617
H 5.320 -1.577 1.153
H 6.479 0.170 2.499
H -2.605 1.798 3.765
C 0.964 0.413 -2.077
H 3.916 -3.776 5.858
H 2.405 -3.108 5.195
O 3.631 0.785 -7.378
H 5.257 2.037 -7.112
C -2.607 1.168 -1.674
N -6.316 -0.385 -0.753
N -4.531 3.307 1.671
C 0.738 0.842 -6.554
H -5.059 -1.501 -4.640
C 5.696 1.419 0.875
H 5.408 -3.360 0.819
H 1.344 0.488 4.968
H 2.047 -6.601 2.717
H -0.865 1.355 -5.584
C -4.866 4.786 6.086
H 3.788 2.789 -7.777
O 0.046 1.160 -5.348
H -7.903 -2.247 -1.895
H -4.547 3.790 6.406
C 6.718 1.172 2.064
H 0.543 -1.005 5.511
H 4.557 -2.841 -1.394
P 3.522 0.275 0.020
H 0.990 1.843 -0.334
H 1.156 3.835 1.028
H 0.888 0.611 -3.177
Cl -3.264 -0.789 0.120
C 3.452 -2.891 5.424
H 0.871 5.790 -1.002
H 3.322 2.648 -0.519
H 1.461 -0.474 2.877
H -2.341 2.822 0.280
O -7.063 -1.176 -4.249
H 3.719 -1.769 3.867
C -5.843 -0.770 -4.853
H -8.188 0.441 1.223
*
```

Summary:
SMILES: [H]/N=C(/C)C[C@](Cl)(COCCCCP(=O)(OCC)OCC)OCN=C(C)C.CO.CO.CO.CO.CO.CO.CO.CO.CO
Kohn-Sham gap: 0.36176 hartree
HOMO: -9.42 eV